No. 1
{"formula": "C12H20BBr2ClNO5", "method": "the ωB97M-V functional and the def2-TZVPD basis", "total_charge": -1, "e_above_lowest_kj_mol": 240.6, "energy_ha": -6533.1650, "symbols": ["C", "C", "C", "Cl", "C", "C", "O", "N", "O", "O", "B", "O", "C", "C", "Br", "C", "C", "Br", "H", "H", "H", "H", "H", "H", "H", "H", "H", "H", "H", "H", "H", "H", "C", "C", "O", "C", "H", "H", "H", "H", "H", "H"], "coordinates": [[-0.5237, -4.5211, 2.6787], [-1.2334, -3.1868, 2.1333], [-0.3598, -1.8617, 2.2979], [1.3786, -2.3036, 1.8596], [-0.9296, -0.5822, 1.5205], [-1.8674, -0.7893, 0.2330], [-3.2868, -0.6637, 0.4941], [-3.8328, -1.8253, 0.9415], [-4.3815, -1.6204, 1.9829], [-1.8259, -0.0300, 2.5351], [-1.7081, 1.4734, 2.5866], [-0.8670, 1.7513, 1.3803], [0.1088, 0.6892, 1.4867], [1.2400, 0.7085, 0.3845], [0.9604, 0.6056, -1.5596], [2.5808, 0.8403, 0.8237], [3.0252, 0.9752, 2.3360], [4.0682, 0.9126, -0.5159], [-0.0315, -5.0271, 1.7932], [-1.3427, -5.2231, 3.0704], [0.2432, -4.3056, 3.4848], [-1.5101, -3.3788, 1.0392], [-2.1979, -3.0585, 2.7358], [-0.3491, -1.5840, 3.4037], [-1.6036, 0.0645, -0.4831], [-1.6647, -1.7492, -0.3372], [-2.7997, 1.8042, 2.1827], [-1.3917, 1.9724, 3.6216], [0.3987, 0.7402, 2.5918], [2.8753, 2.0648, 2.6317], [2.4579, 0.2552, 3.0091], [4.1363, 0.7545, 2.4918], [-0.0195, 2.4171, -6.2346], [1.0748, 2.0413, -5.2700], [1.1714, 0.9128, -4.8343], [2.0444, 3.1202, -4.8667], [-0.6412, 1.5425, -6.4345], [-0.6450, 3.1997, -5.8004], [0.4159, 2.7600, -7.1757], [1.5102, 3.9340, -4.3719], [2.5716, 3.4946, -5.7471], [2.7756, 2.7068, -4.1696]], "atomic_forces_ev_per_a": [[-0.65, 0.16, -0.44], [-0.08, -0.35, 0.38], [-1.11, -0.62, 0.07], [-0.44, 0.31, -0.09], [-1.07, 0.72, 2.47], [1.73, 0.39, -1.59], [1.29, 0.85, -0.35], [-0.32, -0.02, 2.19], [-0.11, -0.72, -1.54], [1.49, -1.37, -0.43], [-1.94, -0.28, -2.18], [2.50, -0.82, -0.12], [-2.20, -0.15, -0.91], [3.32, 0.62, 1.95], [-0.37, 0.04, 1.65], [-2.38, -0.32, -0.48], [0.46, 0.15, -0.46], [-1.02, -0.04, 1.31], [-0.31, 0.49, 1.25], [1.27, 0.95, -0.45], [-0.98, -0.33, -0.95], [0.36, 0.44, 1.58], [1.31, 0.14, -0.99], [0.16, -0.25, -1.63], [-0.69, -1.16, 1.13], [-0.24, 0.95, 0.77], [-0.56, 0.82, 0.53], [0.69, -0.03, 0.63], [0.87, -0.40, -1.63], [-0.01, -1.46, -0.14], [0.56, 1.10, -1.00], [-1.53, 0.23, -0.57], [-0.20, -0.31, -0.05], [0.10, -0.59, 0.31], [-0.07, 0.38, -0.24], [0.23, -0.18, 0.23], [0.09, 0.09, 0.05], [0.10, 0.11, -0.14], [-0.06, 0.19, 0.07], [0.05, 0.08, -0.16], [-0.13, 0.17, 0.02], [-0.12, 0.02, -0.05]]}

***

No. 2
{"formula": "C12H20BClN2O8", "method": "the ωB97M-V functional and the def2-TZVPD basis", "energy_ha": -1665.4101, "symbols": ["C", "C", "O", "C", "C", "C", "N", "C", "C", "O", "C", "C", "O", "N", "C", "C", "B", "C", "O", "H", "H", "H", "H", "H", "H", "H", "H", "H", "H", "H", "H", "H", "H", "H", "H", "H", "H", "H", "H", "O", "Cl", "O", "O", "O"], "coordinates": [[-0.6726, -3.6013, 0.1129], [0.6769, -3.5791, -0.6096], [0.7843, -2.5545, -1.6002], [1.5652, -1.4506, -1.2279], [0.8259, -0.4880, -0.3258], [-0.4907, -0.1724, -0.6362], [-1.1695, 0.6964, 0.0978], [-2.5754, 1.0430, -0.1901], [-2.8276, 1.3511, -1.6658], [-4.2089, 1.2724, -1.9567], [-4.6912, -0.0050, -2.1647], [-5.6740, -0.4909, -1.1398], [-4.3467, -0.6472, -3.1159], [-0.6773, 1.2990, 1.1712], [0.5567, 1.0069, 1.4971], [1.3856, 0.1140, 0.7835], [2.8936, -0.1685, 1.2240], [4.0320, 0.6276, 0.5834], [3.1082, -1.0961, 2.2014], [-0.5317, -3.7656, 1.1803], [-1.2027, -2.6603, -0.0192], [-1.3062, -4.3994, -0.2671], [1.4944, -3.4786, 0.1100], [0.8400, -4.5209, -1.1312], [2.5085, -1.7572, -0.7689], [1.8147, -0.9189, -2.1490], [-0.9939, -0.6358, -1.4721], [-2.7703, 1.9299, 0.4052], [-3.1991, 0.2290, 0.1780], [-2.2863, 0.6828, -2.3376], [-2.5168, 2.3691, -1.8900], [-5.3504, -1.4797, -0.8165], [-6.6617, -0.5760, -1.5880], [-5.7421, 0.1590, -0.2708], [0.9275, 1.5219, 2.3744], [4.1266, 1.4598, 1.2975], [3.7664, 1.0679, -0.3769], [4.9527, 0.0518, 0.5113], [2.3150, -1.4243, 2.6336], [5.3710, 4.6988, 3.3514], [4.3701, 4.6297, 2.3232], [3.0891, 5.0479, 2.8393], [4.2472, 3.2411, 1.8749], [4.7425, 5.4422, 1.1967]], "atomic_forces_ev_per_a": [[0.12, -0.07, -0.03], [0.12, -0.11, 0.10], [-0.13, 0.01, -0.03], [0.01, 0.04, -0.15], [-0.04, 0.00, 0.07], [0.06, -0.02, -0.02], [0.08, 0.07, 0.04], [-0.06, 0.16, 0.05], [0.15, 0.01, -0.58], [-0.20, 0.02, 0.69], [0.01, -0.26, -0.60], [-0.02, 0.16, 0.22], [0.15, 0.17, 0.45], [-0.15, 0.02, -0.12], [0.29, 0.02, 0.02], [-0.08, 0.06, 0.16], [0.06, -0.19, 0.13], [-0.42, -0.52, -0.17], [-0.07, 0.12, -0.12], [-0.06, -0.02, 0.04], [-0.02, 0.03, 0.02], [-0.09, 0.05, -0.03], [0.03, 0.09, -0.02], [-0.01, 0.00, -0.03], [0.01, -0.02, 0.08], [0.04, -0.02, -0.02], [-0.07, 0.01, -0.01], [-0.09, -0.10, 0.12], [-0.02, -0.07, -0.10], [0.03, -0.03, 0.01], [0.02, 0.01, 0.00], [-0.12, -0.08, -0.10], [-0.01, -0.09, -0.06], [0.02, 0.11, -0.09], [-0.03, 0.10, 0.01], [0.42, 0.13, -0.15], [0.13, 0.09, -0.02], [0.15, 0.20, 0.13], [0.01, -0.10, 0.04], [-0.01, 0.03, 0.00], [-0.06, -0.17, -0.05], [-0.07, 0.04, 0.03], [-0.09, 0.10, 0.08], [-0.01, 0.04, 0.01]]}

***

No. 3
{"formula": "C12H20BrN4O2Pt", "method": "the ωB97M-V functional and the def2-TZVPD basis", "multiplicity": 3, "total_charge": -1, "e_above_lowest_kj_mol": 0.0, "energy_ha": -3532.0996, "symbols": ["Pt", "N", "C", "C", "N", "H", "H", "H", "H", "H", "H", "H", "H", "C", "C", "C", "C", "N", "H", "H", "H", "H", "H", "H", "H", "H", "H", "Br", "C", "C", "N", "C", "C", "C", "C", "O", "O", "H", "H", "H"], "coordinates": [[-0.3923, 0.8927, 1.7034], [1.5838, 0.4701, 2.3169], [2.5729, 1.4222, 2.8369], [2.4922, 2.7870, 2.1686], [1.3695, 3.5546, 2.6827], [1.4543, -0.3107, 2.9557], [1.9150, -0.0198, 1.4799], [3.5787, 1.0131, 2.6907], [2.4210, 1.5396, 3.9121], [2.3489, 2.6370, 1.0964], [3.4599, 3.2942, 2.2998], [1.1030, 4.3143, 2.0743], [1.5592, 3.9208, 3.6061], [-2.6550, -1.1206, -0.1198], [-2.8630, 0.3977, -0.0576], [-2.4380, 1.0401, -1.3855], [-4.3394, 0.7151, 0.2201], [-2.0649, 0.9332, 0.9982], [-3.2757, -1.5548, -0.9087], [-2.9196, -1.5764, 0.8345], [-1.6088, -1.3519, -0.3185], [-3.0280, 0.6295, -2.2093], [-1.3843, 0.8477, -1.5852], [-2.5918, 2.1198, -1.3458], [-4.9713, 0.3338, -0.5852], [-4.4849, 1.7932, 0.3006], [-4.6526, 0.2577, 1.1594], [1.7388, -3.8567, -5.1115], [1.4441, -2.7115, -3.6154], [1.0065, -1.4186, -3.8373], [0.7763, -0.5684, -2.8396], [0.9871, -1.0011, -1.5999], [1.4342, -2.2825, -1.2860], [1.6642, -3.1670, -2.3289], [1.6660, -2.7151, 0.1730], [2.0120, -3.8966, 0.3363], [1.4702, -1.8138, 1.0189], [0.8338, -1.0589, -4.8454], [0.7744, -0.3199, -0.7804], [2.0033, -4.1690, -2.1047]], "atomic_forces_ev_per_a": [[-0.48, 0.11, -0.10], [-0.09, 0.02, 0.08], [0.11, -0.03, -0.07], [0.04, 0.03, 0.01], [0.02, -0.01, 0.08], [0.08, 0.01, 0.02], [0.04, -0.09, 0.03], [-0.01, 0.02, 0.05], [-0.04, 0.01, 0.00], [-0.03, 0.01, 0.00], [0.00, -0.05, -0.02], [-0.02, -0.02, -0.01], [0.01, 0.04, -0.03], [-0.04, 0.01, -0.05], [-0.09, 0.01, 0.00], [-0.02, -0.03, 0.02], [0.06, -0.03, 0.00], [0.30, 0.12, 0.09], [0.01, -0.03, -0.01], [-0.02, 0.00, 0.02], [0.02, 0.02, 0.00], [-0.01, 0.01, -0.02], [0.01, -0.02, 0.01], [0.00, 0.01, 0.00], [-0.02, -0.01, -0.01], [0.01, 0.02, -0.01], [0.00, -0.01, 0.01], [-0.01, 0.02, 0.02], [0.02, -0.07, 0.00], [-0.02, 0.06, -0.01], [-0.03, 0.05, -0.16], [0.02, -0.16, 0.23], [0.01, -0.01, -0.07], [-0.02, 0.11, 0.00], [0.04, -0.34, -0.22], [-0.04, 0.20, 0.02], [0.22, -0.01, 0.17], [0.00, -0.01, -0.01], [-0.01, 0.05, -0.07], [0.00, -0.01, 0.02]]}

***

No. 4
{"formula": "C12H20CaF8N4O25S8", "method": "the ωB97M-V functional and the def2-TZVPD basis", "total_charge": -2, "energy_ha": -7231.3390, "symbols": ["Ca", "N", "S", "O", "O", "F", "S", "O", "O", "F", "N", "S", "O", "O", "F", "S", "O", "O", "F", "N", "S", "O", "O", "F", "S", "O", "O", "F", "N", "S", "O", "O", "F", "S", "O", "O", "F", "C", "C", "C", "O", "C", "O", "O", "H", "H", "H", "H", "H", "H", "C", "C", "C", "O", "C", "O", "O", "H", "H", "H", "H", "H", "H", "C", "C", "O", "C", "O", "O", "C", "H", "H", "H", "H", "H", "H", "H", "H"], "coordinates": [[-9.7037, -17.5498, -1.7474], [-12.7201, -17.7931, 1.6310], [-12.6072, -16.8064, 0.5146], [-11.3617, -16.7914, -0.2552], [-13.2100, -15.4987, 0.6944], [-13.7064, -17.4523, -0.4931], [-11.8336, -16.8590, 2.7499], [-12.5796, -16.0424, 3.7174], [-10.5003, -16.4391, 2.3900], [-11.5116, -18.0885, 3.7112], [-9.1122, -15.6881, -2.7315], [-7.6586, -15.0391, -3.3312], [-6.8901, -14.3439, -2.2941], [-7.4833, -14.7914, -4.8094], [-7.0601, -16.4802, -3.1275], [-9.8352, -14.4461, -3.1985], [-10.5101, -14.4371, -4.5080], [-9.4841, -13.1120, -2.6271], [-11.1520, -14.7586, -2.3336], [-7.4995, -14.0528, 0.6798], [-7.5739, -15.7707, 0.9496], [-8.4863, -16.5138, 0.1569], [-7.3312, -16.1854, 2.3313], [-6.0866, -16.0156, 0.2936], [-8.7520, -13.7837, 1.5767], [-8.5639, -13.6488, 3.0287], [-10.0245, -14.1538, 0.9814], [-8.8329, -12.1968, 1.2533], [-10.4642, -19.3860, -0.8953], [-10.1262, -20.0770, 0.6864], [-8.9816, -20.9622, 0.7561], [-11.2077, -20.2721, 1.7104], [-9.5196, -18.7075, 1.2292], [-10.9778, -20.7514, -1.3759], [-12.1650, -21.1990, -0.6329], [-10.0769, -21.7799, -1.7985], [-11.5987, -20.2519, -2.8009], [-3.2676, -18.7397, -0.4705], [-4.4986, -19.5237, -0.0692], [-5.2133, -19.1211, 1.1456], [-6.5122, -18.9923, 0.6756], [-6.5891, -19.0381, -0.6496], [-7.5480, -18.8195, -1.3293], [-5.4269, -19.3062, -1.1071], [-3.5178, -17.6807, -0.4084], [-3.0440, -19.0932, -1.4770], [-2.3933, -18.9641, 0.1405], [-4.2702, -20.5653, 0.1565], [-4.9037, -18.1309, 1.4798], [-5.2672, -19.8927, 1.9136], [-15.7169, -18.7036, -4.5989], [-14.3550, -18.4884, -5.2658], [-14.0823, -17.1058, -5.8710], [-13.0353, -16.6545, -5.0134], [-12.7963, -17.4340, -4.0104], [-11.9496, -17.2460, -3.0297], [-13.4668, -18.5752, -4.2064], [-16.0204, -17.9984, -3.8251], [-15.8356, -19.6444, -4.0614], [-16.4326, -18.5529, -5.4071], [-14.2786, -19.2647, -6.0271], [-14.8904, -16.4024, -5.6702], [-13.7855, -17.1603, -6.9184], [-7.1552, -22.1409, -4.7409], [-7.6214, -20.8280, -4.1086], [-8.1023, -19.8905, -5.0887], [-8.9310, -18.8939, -4.9419], [-9.5178, -18.5615, -3.8871], [-8.9430, -18.3913, -6.1224], [-9.7061, -17.2021, -6.3853], [-6.6196, -21.8895, -5.6563], [-8.0075, -22.7655, -5.0081], [-6.5193, -22.7653, -4.1133], [-6.8817, -20.4605, -3.3973], [-8.4494, -21.0078, -3.4229], [-10.4120, -17.5491, -7.1399], [-9.0999, -16.4058, -6.8173], [-10.3408, -16.8835, -5.5584]], "atomic_forces_ev_per_a": [[-0.21, 0.50, 0.77], [1.58, 0.52, 3.77], [-1.60, 3.85, -6.43], [-1.21, -0.44, 0.57], [0.95, -0.98, 0.35], [0.78, -0.43, 0.24], [1.05, -0.58, 4.95], [0.39, -0.94, -2.61], [-2.02, -0.30, -0.38], [-0.15, -0.57, -0.28], [3.90, 2.45, -2.54], [5.69, -1.62, 0.50], [-1.81, -0.30, -2.77], [-1.14, -0.33, 4.36], [1.09, -1.24, -0.81], [-10.69, 6.61, 0.64], [2.46, -0.29, 0.94], [0.78, -3.31, -1.97], [0.34, 0.06, 0.30], [0.10, -4.71, 0.71], [3.93, 1.21, 1.53], [0.04, -0.10, -0.77], [-0.72, 0.49, -2.36], [-0.87, -0.28, -0.17], [-4.08, 5.60, 2.06], [-0.21, -1.43, -2.11], [1.55, -0.78, 1.13], [0.62, 0.32, -0.36], [0.47, -3.32, 3.97], [0.01, 2.80, 6.81], [-1.32, 0.36, -1.09], [2.75, 0.03, -3.89], [-0.13, -0.57, -0.79], [-5.58, -3.13, -3.95], [2.09, 0.45, -1.30], [0.52, 0.37, 0.11], [0.47, -0.14, 0.79], [-0.07, -0.56, 0.19], [2.16, -0.64, -0.02], [-0.58, 1.19, 1.13], [-3.05, 0.44, 0.28], [-1.56, 0.88, 1.56], [-0.58, -0.03, -0.20], [2.41, -1.42, -2.37], [0.23, 0.04, -0.33], [0.17, 0.53, -0.14], [-0.12, 0.05, 0.22], [0.06, -0.50, -1.34], [0.09, -0.09, 0.59], [0.48, 0.35, 0.21], [-0.86, 0.73, -0.67], [-2.21, -0.11, 0.63], [-0.36, -0.25, 1.26], [0.85, 2.58, -1.15], [4.64, -1.09, 4.92], [-4.61, -0.88, -5.44], [1.72, -0.86, 1.36], [0.66, 0.61, -0.10], [0.29, -0.35, -0.69], [-0.56, -0.53, 0.07], [0.77, -0.26, 0.25], [-0.23, -0.11, -0.57], [0.21, 0.35, 0.22], [-0.54, 0.58, -0.76], [-1.24, -0.62, 2.01], [1.94, -1.93, 0.00], [-0.18, -0.48, 3.75], [1.27, -0.49, -2.76], [-0.82, 2.33, -1.27], [-1.33, -0.43, -0.58], [0.18, -0.20, -0.07], [-0.08, 0.09, -0.13], [0.04, 0.46, 0.27], [0.39, 0.84, -0.73], [-0.22, -0.28, -0.07], [-0.05, 0.27, -0.33], [0.20, -0.20, 0.50], [0.65, 0.18, 0.34]]}

***

No. 5
{"formula": "C12H20Cl4O4", "method": "the ωB97M-V functional and the def2-TZVPD basis", "e_above_lowest_kj_mol": 0.0, "energy_ha": -2611.0120, "smiles": "O=C1CCCO1.O=C1CCCO1.ClCCCl.ClCCCl", "symbols": ["Cl", "C", "C", "Cl", "H", "H", "H", "H", "Cl", "C", "C", "Cl", "H", "H", "H", "H", "O", "C", "O", "C", "C", "C", "H", "H", "H", "H", "H", "H", "O", "C", "O", "C", "C", "C", "H", "H", "H", "H", "H", "H"], "coordinates": [[-2.6889, -2.8575, -3.8501], [-1.8599, -4.4016, -3.6118], [-0.3678, -4.2447, -3.4558], [0.3903, -3.4310, -4.8327], [-2.0768, -5.0495, -4.4615], [-2.2711, -4.8639, -2.7180], [0.1147, -5.2081, -3.2965], [-0.1276, -3.6760, -2.5517], [2.2620, -3.5675, -0.4246], [2.3865, -1.7964, -0.6699], [2.3307, -1.3931, -2.1290], [3.7054, -2.0178, -3.0734], [3.3570, -1.4968, -0.2804], [1.5769, -1.3399, -0.1192], [2.3712, -0.3101, -2.1743], [1.4282, -1.7727, -2.6036], [3.6559, 1.5570, -2.1678], [3.5790, 2.0011, -3.2806], [3.4816, 3.3303, -3.5110], [3.3293, 3.5904, -4.9142], [2.8886, 2.2695, -5.5262], [3.5777, 1.2732, -4.5988], [4.3113, 3.8870, -5.2857], [2.6034, 4.3801, -5.0794], [3.2245, 2.2289, -6.5622], [1.8043, 2.1765, -5.5093], [4.5918, 1.0515, -4.9399], [3.1004, 0.2988, -4.5336], [0.8602, 1.1334, -1.0523], [1.5757, 1.6707, -0.2626], [2.1520, 0.9851, 0.7537], [2.9530, 1.8385, 1.5620], [2.5983, 3.2892, 1.1686], [2.0270, 3.1257, -0.2388], [4.0044, 1.6076, 1.3799], [2.7625, 1.6643, 2.6199], [3.4620, 3.9403, 1.2707], [1.8111, 3.6519, 1.8315], [2.7782, 3.1925, -1.0302], [1.1763, 3.7636, -0.4505]], "atomic_forces_ev_per_a": [[-0.13, 0.17, 0.02], [0.21, -0.51, -0.23], [0.15, 0.19, 0.92], [0.12, -0.05, -0.15], [-0.10, 0.17, -0.01], [0.02, 0.02, 0.08], [-0.11, -0.12, -0.33], [-0.11, 0.15, -0.25], [-0.08, -0.04, -0.08], [0.58, -0.08, -0.48], [-0.44, -0.23, 0.29], [0.17, -0.10, 0.00], [-0.15, 0.01, 0.27], [-0.05, 0.14, 0.03], [-0.06, -0.05, -0.06], [0.00, 0.12, -0.06], [0.28, 0.03, -0.28], [0.30, -0.12, 0.03], [-0.31, 0.11, 0.32], [0.16, -0.16, -0.20], [0.34, 0.14, -0.25], [-0.42, -0.44, -0.54], [-0.06, 0.15, -0.11], [0.07, 0.18, 0.27], [-0.08, -0.22, 0.02], [-0.02, -0.09, 0.10], [0.15, 0.26, 0.26], [-0.15, 0.07, 0.18], [-0.33, -0.15, -0.15], [0.32, 0.47, 0.04], [-0.28, -0.04, 0.11], [0.51, 0.66, 0.20], [-0.23, -0.45, 0.07], [0.08, -0.42, 0.26], [-0.03, 0.00, -0.15], [-0.20, -0.26, -0.08], [-0.01, 0.08, -0.17], [0.08, 0.06, 0.04], [-0.19, 0.23, 0.21], [0.01, 0.12, -0.13]]}